The following is a DFT calculation (the ωB97M-V functional and the def2-TZVPD basis) of a structure of composition C5H13O2 at a distorted geometry.

Geometry as XYZ:
```
20
Properties=species:S:1:pos:R:3:nbo_charge:R:1
C 0.19 -1.48 0.64 -0.128
O -0.30 -0.18 1.52 -0.952
C -0.17 -1.33 -0.84 -0.391
C 0.31 -0.15 -1.69 -0.401
C -0.27 1.19 -1.15 -0.438
C -1.56 1.50 -1.97 -0.588
H 1.21 -1.57 0.92 0.175
H -0.22 -2.36 1.19 0.160
H -1.33 -1.29 -1.05 0.190
H 0.21 -2.40 -1.36 0.166
H 0.00 -0.49 -2.76 0.175
H 1.36 -0.02 -1.72 0.197
H 0.38 2.09 -1.08 0.195
H -0.68 0.99 -0.14 0.292
H -2.22 2.39 -1.65 0.182
H -2.22 0.67 -2.04 0.188
H -1.35 1.63 -2.92 0.172
H 0.94 0.10 3.86 0.396
H 0.91 0.04 2.23 0.514
O 1.80 0.41 3.06 -1.101
```

The calculation puts the energy above the lowest of the compared OMol25 structures with the same formula, charge and spin at 360.07 kJ/mol. Its maximum force is 6.768 eV/A. Its HOMO-LUMO gap is 7.653 eV. As for the molar mass: 105.2 g/mol. The value obtained for the LUMO energy is 3.85 eV. Its charge is -1. As for the HOMO energy: -3.80 eV.